(1)
A 5-piece molecular cluster, C20H25F15O10 overall. Source: the Open Molecules 2025 dataset; level of theory: the ωB97M-V functional and the def2-TZVPD basis.

Calculated values
2S+1 ... 2
HOMO (alpha / beta) ... 0.1017 / -4.5705 eV
Total charge ... -1
E_LUMO (alpha / beta) ... 1.85 / 1.85 eV
⟨S²⟩ ... 0.753

The geometry in XYZ format:
```
70
Properties=species:S:1:pos:R:3:lowdin_charge:R:1
C -1.90081 -3.57698 -0.44068 -0.043
C -0.69380 -4.49977 -0.87422 -0.172
O -1.09525 -5.38471 -1.87810 0.053
C -1.02395 -5.07543 -3.14572 -0.400
O -0.87353 -3.95808 -3.60139 0.158
C -1.22660 -6.22301 -4.06276 -0.521
F 0.00016 -6.70768 -4.35640 0.163
F -1.98119 -7.22032 -3.44249 0.116
F -1.85476 -5.89289 -5.16095 0.204
H -1.64365 -3.16608 0.53560 0.067
H -2.86192 -4.07534 -0.31417 0.076
H -2.22333 -2.73786 -1.05708 0.065
H -0.43224 -5.00371 0.05623 0.127
H 0.19106 -3.91852 -1.13356 0.102
C 5.22977 -2.47838 -0.84602 -0.039
C 3.88110 -1.69425 -1.17391 -0.181
O 3.30689 -1.20356 0.01944 -0.005
C 2.29681 -1.86552 0.67087 -0.300
O 1.71878 -2.83164 0.24840 0.131
C 1.80032 -1.19399 2.02830 -0.498
F 2.41547 -0.06546 2.19635 0.211
F 0.47124 -0.97624 2.10167 0.155
F 2.05479 -2.09444 3.05614 0.116
H 5.69093 -2.94475 -1.71661 0.062
H 5.16845 -3.31801 -0.15365 0.074
H 6.07835 -1.81924 -0.66282 0.069
H 3.14399 -2.32382 -1.67233 0.095
H 4.04347 -0.85551 -1.85085 0.119
C -1.10309 0.17788 -0.23996 -0.061
C -2.11468 0.14836 0.91123 -0.171
O -3.14905 1.09255 0.59703 0.033
C -2.94119 2.36253 0.84524 -0.357
O -1.89600 2.85255 1.26817 0.153
C -4.09813 3.32562 0.40502 -0.538
F -3.62822 4.19970 -0.51843 0.148
F -5.11802 2.69070 -0.11737 0.175
F -4.53847 3.96606 1.50197 0.162
H -1.69313 0.11734 -1.15445 0.079
H -0.52948 -0.74804 -0.19831 0.057
H -0.39994 1.00778 -0.16965 0.085
H -1.65165 0.40260 1.86469 0.111
H -2.51054 -0.86671 0.94332 0.112
C 1.23428 -1.35683 -4.01729 -0.035
C 0.39003 -0.24355 -3.35263 -0.212
O 1.23375 0.39713 -2.44619 -0.032
C 1.62042 1.71406 -2.58671 -0.286
O 1.30406 2.33039 -3.59418 0.134
C 2.60802 2.31547 -1.54303 -0.522
F 2.63668 1.64849 -0.37111 0.154
F 3.86197 2.25187 -2.06254 0.148
F 2.22513 3.54168 -1.24845 0.201
H 2.08334 -0.79053 -4.40005 0.084
H 0.68332 -2.06359 -4.63779 0.067
H 1.71523 -2.09258 -3.37274 0.052
H -0.48202 -0.55505 -2.77767 0.100
H 0.00185 0.48232 -4.06715 0.122
C -2.47603 6.14987 4.99581 -0.074
C -1.51321 5.88237 3.75155 -0.266
O -1.28722 4.52943 3.59415 -0.086
C -0.20150 3.96839 4.24128 -0.491
O 0.71795 4.56189 4.86655 -0.086
C -0.11466 2.48150 4.19798 -0.591
F 0.76340 2.02323 3.27262 0.078
F 0.38381 2.08932 5.35588 0.119
F -1.30428 1.82178 3.97590 0.069
H -1.96621 5.85490 5.91296 0.057
H -3.34774 5.49548 4.99806 0.056
H -2.60576 7.22509 5.11898 0.051
H -0.62180 6.41397 4.08456 0.096
H -1.85164 6.29981 2.80323 0.104
```

=====

(2)
An isolated ion of composition C4H7N2O and charge +1. Source: the Open Molecules 2025 dataset; level of theory: the ωB97M-V functional and the def2-TZVPD basis.

Calculated values
2S+1 ... 1
HOMO ... -15.0217 eV
SMILES string ... CN[n+]1ccoc1
Total charge ... +1
E_LUMO ... -3.93 eV

The geometry in XYZ format:
```
14
Properties=species:S:1:pos:R:3:lowdin_charge:R:1
C -1.00868 0.16174 0.80053 0.004
C -2.30809 -0.23962 0.52496 0.006
C -1.18174 -0.41729 -1.26273 -0.014
C 2.12521 -0.02938 0.20838 -0.127
N -0.34853 0.08476 -0.34111 0.015
N 1.16991 0.58667 -0.60269 0.073
O -2.34034 -0.61525 -0.73180 0.160
H -0.71032 0.67042 1.69810 0.152
H -3.09461 -0.42010 1.12277 0.117
H -0.79024 -0.67640 -2.24875 0.189
H 2.36032 0.44124 1.18896 0.104
H 2.08872 -1.08686 0.38760 0.094
H 3.07265 0.01066 -0.37046 0.114
H 0.96573 1.52940 -0.37376 0.113
```

=====

Energy above the lowest of the compared OMol25 structures with the same formula, charge and spin for every record listed, in sequence, given in kcal per mole: 4.1; 78.4.